159
Properties=species:S:1:pos:R:3:forces:R:3:lowdin_charge:R:1 method="wB97M-V/def2-TZVPD" e_above_lowest_kcal_mol=0.0 smiles="O=C1OC[C@@H](F)O1.O=C1OC[C@@H](F)O1.O=C1OC[C@@H](F)O1.O=C1OC[C@@H](F)O1.COP(=O)(OC)OC.COP(=O)(OC)OC.COP(=O)(OC)OC.COP(=O)(OC)OC.COP(=O)(OC)OC.COP(=O)(OC)OC.COP(=O)(OC)OC" multiplicity=1 charge=0 total_energy_ha=-7101.65327 homo_energy_ev=-10.67 lumo_ev=0.13
O -0.044395 0.396112 -4.605987 -0.8 -1.5 0.5 -0.224
P 2.979130 -0.615158 6.150126 0.5 -1.9 0.5 0.383
C -2.571764 -6.060934 1.395879 -0.4 0.3 -0.5 -0.049
O 0.406455 2.128859 -6.418334 0.3 0.0 -0.6 -0.198
H 4.998827 -3.472551 6.431115 -0.1 0.2 -0.5 0.095
F -0.752005 1.852382 4.866826 -0.3 -2.1 1.3 0.077
H -3.560384 6.167930 -1.711235 0.3 0.0 -0.4 0.096
C -1.194253 -2.479308 3.814308 0.0 3.7 -0.3 -0.142
H 3.423071 -0.964477 -5.461742 0.0 0.3 0.2 0.104
H 2.132707 -2.445137 2.105363 0.9 -0.4 0.3 0.099
C 1.564819 -1.019031 -0.829966 0.1 0.6 -0.3 -0.298
H 3.057799 -4.021341 2.273094 0.3 1.2 -0.4 0.114
O 1.435409 -4.914964 -3.827014 0.4 0.1 0.0 -0.183
H -2.407849 1.879059 -4.457561 0.2 -0.5 0.3 0.058
O -1.632673 -5.006836 1.019632 -0.3 -0.4 0.3 -0.237
O -1.447608 3.630833 3.903059 1.2 1.4 -0.1 0.128
O -4.286733 -2.299506 -3.025589 1.4 -1.2 -0.1 0.123
C -0.285039 2.898938 4.190464 0.0 -0.4 -1.0 -0.379
C 4.427844 -2.800117 5.770681 0.2 -0.2 0.9 -0.082
H -4.856347 -2.115877 0.641944 0.4 -0.3 -0.4 0.081
H -6.419368 -1.543926 2.573932 -0.1 -0.2 -0.5 0.056
H 3.676357 -2.551376 3.111570 -0.6 -0.1 0.0 0.053
O -3.202395 -4.333329 -2.703022 -0.5 2.2 -0.9 0.150
P -5.484490 0.777337 2.707431 1.3 2.3 0.1 0.364
O -1.677134 -3.561416 3.154829 -0.3 -2.7 -1.6 -0.171
O -5.202037 -0.357656 3.775370 -1.1 -1.1 0.0 -0.219
O 3.975802 -1.762786 6.685253 -0.6 0.8 -0.6 -0.217
O 1.472682 -0.541989 0.480879 -0.5 0.0 -0.2 0.090
H -2.456379 1.957676 1.837964 0.9 0.4 -0.4 0.064
C 3.035887 0.770083 4.000595 -0.8 0.2 1.6 -0.043
C 4.621612 -4.508996 -1.773362 0.8 -0.7 -0.7 -0.070
H -0.442355 -1.223209 6.209768 0.2 0.1 -0.3 0.076
F -4.915779 -1.295223 -4.908926 -0.3 -0.1 -0.5 0.053
C 5.420853 -1.006508 -1.317578 -1.4 1.2 -0.5 -0.125
H 0.661584 4.172232 -1.774402 0.1 0.5 -0.3 0.080
H 0.458260 -3.234720 -3.207795 -0.6 0.2 0.8 0.058
O -1.162323 5.967353 -5.407195 -0.8 -0.6 0.6 -0.213
H 0.545295 -1.839826 7.521377 -0.3 -0.6 0.6 0.087
O 0.077014 0.798039 1.626998 -0.7 1.4 1.7 0.189
H -2.447246 -6.981160 0.810045 0.7 0.6 -0.2 0.094
H 2.518405 -0.414509 -4.057910 -1.0 -0.7 1.4 0.031
H -0.143872 0.964879 -8.154210 1.0 -0.3 -0.4 0.085
H -3.663162 2.838839 -3.617299 0.7 0.1 -0.2 0.100
O 5.805964 -1.702100 -0.176404 0.7 -0.7 0.9 -0.204
O 1.310934 2.384235 -4.063409 -0.5 -0.8 -0.4 -0.221
O -2.270645 -2.720892 -3.938569 0.5 -0.4 -0.5 0.090
H 0.205559 -0.413576 -2.413775 -0.3 -0.5 0.2 0.112
C -4.032086 -1.240771 -3.867291 0.1 0.8 -0.4 -0.325
H 3.926200 0.474927 -4.476220 0.3 -0.3 0.0 0.098
P -1.731120 -3.517267 1.572170 -1.9 -1.1 -0.3 0.404
H 3.011256 0.578736 2.964044 0.3 -0.4 -1.1 0.058
H 6.273596 -0.484854 -1.724972 0.5 -0.3 -0.4 0.091
O -0.903087 5.121726 -2.985702 -0.9 0.1 -1.6 -0.252
H -0.358071 -1.788005 -1.178407 0.0 1.1 -0.6 0.129
H 0.689612 -4.970835 0.469911 0.2 0.3 -1.0 0.071
H -1.993159 2.778820 -2.897532 -0.2 0.1 -1.1 0.097
F 2.373677 -0.148985 -1.548964 0.6 0.3 0.0 0.017
C -2.008462 6.103852 -6.569729 -0.7 0.3 0.2 -0.092
O -0.727976 -2.668781 0.934877 0.0 0.4 -0.3 -0.194
H -2.085159 5.188997 -7.172796 0.1 -0.1 0.5 0.080
H -0.283856 -2.632381 4.323071 1.0 -0.6 0.7 0.069
C -2.604852 -1.438648 -4.399307 -0.8 1.0 0.5 -0.053
H -1.095819 2.369332 -7.778338 -0.4 0.8 -0.3 0.077
H -0.049295 -5.697806 -0.963074 0.3 0.1 -0.2 0.095
C -3.296583 6.722267 -2.622550 -0.2 0.8 -0.2 -0.057
C -1.373533 4.813130 4.604212 0.4 -0.3 0.4 -0.537
O 2.581332 -6.847208 -2.530858 0.0 0.8 -0.6 -0.216
H -3.187831 0.385059 1.499166 0.0 -0.7 -0.6 0.070
H 2.012075 1.056142 4.335287 0.5 -0.7 -0.1 0.086
C -2.577904 2.751296 -3.849175 -0.6 0.8 -0.5 -0.017
P 5.219368 -1.657761 1.304391 0.6 2.1 -1.5 0.378
H 0.710457 -3.242062 -4.896870 0.4 -0.5 -0.2 0.098
H -7.019508 -1.474539 4.224988 0.8 0.2 0.0 0.099
H -1.953406 -2.063008 4.447713 -0.4 -0.1 0.8 0.089
O -2.187392 5.665470 4.576131 -0.5 0.3 -0.2 0.180
O -3.198636 5.830957 -3.772009 -0.9 0.6 0.3 -0.220
H -0.229466 5.338849 0.199235 0.6 0.3 0.0 0.171
O 6.175604 -2.124504 2.295628 0.0 -0.1 0.4 -0.202
O -0.260423 4.870292 5.386036 0.7 -1.0 -0.8 0.079
H -2.355018 7.275792 -2.506301 -0.3 -0.4 0.2 0.088
C 0.637006 3.589481 -0.879308 0.4 -0.4 0.6 -0.031
O 3.592375 -0.364857 4.725254 -0.8 0.3 -0.7 -0.212
C -6.337067 2.173076 4.754996 0.3 -0.8 0.0 -0.077
H 2.708427 3.642105 -5.092385 -0.8 0.0 0.9 0.115
O 3.651787 -4.440988 -2.813861 -0.3 -0.4 -0.8 -0.213
H -1.527610 6.837240 -7.221828 -0.4 0.2 0.4 0.091
O 4.721162 -0.110402 1.444646 -0.2 -1.5 0.3 -0.255
C 3.090073 -0.099872 -4.871965 1.5 0.1 -0.8 -0.112
H -6.347880 1.285769 5.406793 0.5 0.2 -0.3 0.090
H 3.590083 -3.373144 5.343122 0.2 0.4 0.1 0.086
O -5.787030 0.294803 1.357592 -0.5 -0.1 0.2 -0.235
C -3.955918 -2.611239 0.235916 0.1 0.0 0.5 -0.028
H -2.500602 0.737300 3.147907 0.8 -0.4 -0.7 0.089
C -0.539729 1.564181 -7.368560 0.0 0.0 1.7 -0.040
H 2.097252 -2.931586 -3.769016 -0.3 -0.2 -0.3 0.078
C -6.104132 -1.527559 3.600566 0.1 0.7 0.5 -0.047
H 0.650692 -0.190516 7.161899 -0.1 1.2 0.2 0.059
H -3.620793 -5.764827 1.212299 0.6 0.2 0.4 0.094
H -1.171329 0.941611 -6.767642 -0.7 -0.4 0.0 0.063
C 0.182393 -0.826934 -1.400094 -0.7 -0.4 1.3 -0.016
P 0.915654 1.321576 -5.163272 2.8 1.6 -0.9 0.391
H 2.831491 3.453417 -3.281518 -0.2 0.3 -0.5 0.098
C 0.910448 -5.511116 -0.475173 -0.8 0.4 1.5 -0.106
O -0.364119 0.236535 -0.516612 -0.2 -0.6 -0.6 0.068
P 2.392919 -5.395204 -2.652802 -0.3 -0.4 1.3 0.397
O -6.514451 1.802791 3.369988 0.0 -0.7 -0.1 -0.205
H 2.028186 -2.018426 -0.955077 -0.5 0.5 0.7 0.170
H 5.168342 1.866361 1.866787 0.2 -0.6 0.3 0.073
C -2.968902 1.119377 2.238097 -0.2 0.4 1.8 -0.082
H -5.448907 2.789241 4.887837 0.1 -0.2 0.0 0.093
H 4.691137 -0.201163 -1.118382 0.1 -0.4 0.3 0.080
H -4.087630 7.473713 -2.830950 0.4 -0.7 -0.1 0.097
O 2.370656 0.765490 -5.717843 -2.7 0.8 -0.1 -0.213
H 4.107977 -4.614893 -0.873925 -0.7 0.4 1.8 0.057
O 1.250543 4.303454 1.261871 -0.6 -0.1 -0.1 0.136
H -3.280625 -1.861742 -0.147280 0.1 0.5 -0.1 0.069
H 0.856241 3.196988 5.940334 0.4 -0.2 0.6 0.135
O 2.794040 0.539811 7.025396 0.1 0.0 0.0 -0.219
C 2.128762 3.557079 -4.131043 1.1 -0.6 -0.1 -0.057
H 0.084236 2.672332 -1.090448 -0.3 0.2 0.3 0.130
H 6.051180 1.155337 0.535906 0.1 -0.2 0.7 0.093
H -3.023733 6.388374 -6.169206 0.9 0.0 -1.1 0.101
H 6.510884 0.632405 2.216857 -0.2 0.3 0.0 0.094
O 1.618068 -1.447998 5.881247 0.7 0.8 -0.8 -0.215
P -1.830913 5.189605 -4.163835 2.9 0.3 1.1 0.351
O -2.208433 3.828526 -4.844332 -0.5 -1.1 1.5 -0.217
O -4.159882 1.692724 2.776803 -2.0 -0.7 0.0 -0.214
H -4.218111 -0.279364 -3.403565 0.0 0.0 0.5 0.162
H -2.687331 -1.397578 -5.476855 0.4 -0.1 -0.3 0.141
H -1.890324 -0.713304 -4.004930 -0.1 -0.1 -0.2 0.102
O 1.835993 -4.773865 -1.258799 -0.2 0.1 -0.9 -0.242
O 1.966349 3.198666 -0.510840 0.0 -0.7 -0.4 0.081
C 2.240924 3.528988 0.743266 1.2 1.3 -0.4 -0.555
H -4.182278 -3.290882 -0.621942 0.2 0.0 1.2 0.082
H 1.438177 4.356722 -3.942160 0.0 0.8 -0.2 0.063
C 0.517137 -1.137461 6.714867 -0.3 -0.8 0.4 -0.103
H -1.016457 -1.637953 3.114453 0.2 -0.3 0.2 0.090
H 3.653791 1.587327 4.291040 0.6 0.8 -0.3 0.090
F -0.881762 3.685339 0.922526 -0.7 -0.7 0.6 0.067
C 5.685766 0.940086 1.567538 0.2 0.4 -1.2 -0.082
O -3.299779 -3.197107 1.427228 0.1 0.3 -1.0 -0.230
C 0.312058 0.256872 0.625303 2.1 -2.5 -2.0 -0.552
O 3.304260 3.376912 1.263460 -0.5 -0.5 0.4 0.160
O 3.909848 -2.470303 1.099631 -0.3 -0.3 -0.8 -0.208
H -7.194509 2.716862 5.052611 -0.9 0.8 -0.1 0.071
H 1.319320 -6.420444 -0.083130 0.5 -0.9 -0.5 0.082
H -5.507309 -2.392243 3.832689 0.1 -0.3 0.2 0.081
H -2.372859 -6.299273 2.421088 -0.2 -0.1 0.6 0.079
H 5.202486 -3.614419 -1.826649 0.3 0.4 0.1 0.060
C 0.158876 4.339832 0.369757 -0.2 -0.1 -0.6 -0.277
H 0.259336 2.498198 3.328165 -0.7 0.3 -0.3 0.135
H 5.266262 -5.388514 -1.820367 0.0 0.0 -0.6 0.105
C 0.612901 3.728513 5.046681 -1.3 1.4 -0.2 -0.010
C -3.241354 -3.236824 -3.217956 -0.8 -1.9 2.0 -0.498
C 3.157059 -2.896437 2.205600 -1.4 -0.5 1.3 -0.084
H 1.477069 4.014119 4.454381 0.1 0.5 0.3 0.137
C 1.175497 -3.505645 -3.947166 0.4 0.3 0.1 -0.078
H 4.922340 -1.664607 -2.047788 0.5 0.1 0.2 0.080
H 5.077724 -2.375035 5.002126 -0.2 -0.1 0.1 0.075